16
Properties=species:S:1:pos:R:3:forces:R:3 method="wB97M-V/def2-TZVPD" lumo_energy_ev=0.717 e_homo_ev=-8.91
C -1.97886 0.96126 0.65882 0.1 0.0 0.0
O -1.56490 1.39473 -0.45729 -0.1 -0.1 0.2
C 0.19382 0.46215 -1.18434 0.2 -0.1 0.1
C 0.88244 -0.16049 -0.16382 -0.2 -0.1 -0.5
C 1.16572 -1.64508 -0.15514 0.0 -0.1 0.0
O 1.83828 0.52259 0.57194 0.0 0.3 0.0
H -1.91836 1.61557 1.54645 0.0 -0.1 -0.1
H -2.81164 0.23341 0.69035 0.2 0.1 0.0
H -1.01533 0.04299 1.16208 -0.1 0.0 0.1
H 0.42375 1.47413 -1.49085 0.0 -0.1 0.1
H -0.39698 -0.12864 -1.87252 0.1 0.0 0.1
H -0.25981 -0.19785 0.71434 -0.1 0.1 -0.1
H 1.29010 -2.00898 0.86838 0.0 0.0 -0.1
H 2.09465 -1.83971 -0.70080 -0.1 0.0 0.1
H 0.35204 -2.19706 -0.63372 0.1 0.1 0.1
H 1.70508 1.47099 0.44613 0.0 -0.1 0.1

79
Properties=species:S:1:pos:R:3:forces:R:3 method="wB97M-V/def2-TZVPD" lumo_energy_ev="-2.715 / -5.898" multiplicity=2 total_charge=+1 e_homo_ev="-10.09 / -10.07"
Cu 0.10357 1.51819 0.01963 -0.7 0.0 0.9
C 4.32512 0.47684 -3.92219 -0.4 0.0 -1.0
C 3.82466 0.77424 -2.50467 -0.8 -0.2 0.0
O 4.69052 0.04078 -1.66897 -0.1 -1.0 1.4
P 3.94256 2.47738 -2.02842 0.4 1.3 2.0
O 5.32442 2.99638 -2.61842 0.5 0.3 1.1
O 2.91289 3.25750 -2.90166 -1.0 0.3 -0.7
O 3.80840 2.68825 -0.55212 0.2 -0.4 -1.3
P 1.95209 0.35430 -2.35520 -0.1 -0.9 1.2
O 1.93222 -1.17458 -2.90546 -0.5 0.3 -0.2
O 1.18173 1.12336 -3.42431 -0.1 -0.2 0.5
O 1.32978 0.39587 -0.94186 2.3 -1.0 -2.9
H 5.41652 0.48997 -3.98382 -0.2 0.3 0.4
H 3.94572 1.12128 -4.75376 0.0 -0.3 1.0
H 4.03004 -0.54392 -4.14668 0.0 -0.1 -0.2
H 4.52337 0.07837 -0.68524 -0.3 0.4 -1.5
H 5.84090 3.30872 -1.83945 -0.2 -0.2 -0.8
H 2.13017 2.73683 -3.19291 0.2 0.1 0.0
H 2.39594 -1.84795 -2.40721 0.3 0.0 0.4
N 0.13104 1.81429 3.04340 -0.7 -0.6 1.7
P -0.06594 0.42495 2.03770 0.4 1.2 -1.0
C -1.27037 -0.45848 2.96555 -0.2 -0.7 2.5
C -2.61285 -0.39056 2.60379 1.9 -0.1 -0.4
C -3.55481 -1.02560 3.35500 -2.4 -0.6 0.1
C -3.25394 -1.78779 4.46686 2.2 0.1 0.3
C -1.89219 -1.76831 4.92072 -0.9 0.1 1.2
C -0.93392 -1.04379 4.24065 0.4 -0.2 -1.5
C 1.51566 -0.44032 2.12927 0.8 0.5 -0.8
C 1.54447 -1.82369 2.10530 1.4 -0.7 0.2
C 2.81127 -2.44013 1.97025 -0.5 0.9 -0.3
C 3.98032 -1.68485 1.78111 0.5 -2.6 -0.2
C 3.95081 -0.32064 1.73292 -1.1 1.3 -0.3
C 2.71157 0.30534 1.82296 -1.3 -1.0 0.9
C 0.34997 3.03559 2.51283 0.6 0.8 -1.6
C 0.20907 4.20608 3.25947 0.3 1.2 -0.5
C 0.49620 5.44540 2.63976 0.1 -2.3 -0.1
C 0.91688 5.45281 1.28896 0.6 -0.2 0.2
C 1.09063 4.23382 0.63538 -1.2 -0.5 0.7
N 0.74089 3.03872 1.20884 0.3 1.7 0.3
H -0.19320 1.86232 4.02818 0.4 -0.5 -1.1
H -2.84044 0.06989 1.66195 -0.4 0.3 -0.2
H -4.59573 -0.92995 2.99964 0.5 -0.3 0.4
H -3.95245 -2.43752 4.97398 -0.3 0.3 0.0
H -1.61692 -2.20081 5.92072 -0.4 0.1 -1.3
H 0.13104 -1.04529 4.56610 -1.0 0.1 -0.1
H 0.65923 -2.46707 2.17843 0.2 0.5 0.2
H 2.85415 -3.51089 1.96937 0.2 -0.4 0.0
H 4.90982 -2.27164 1.57516 -0.7 0.8 0.5
H 4.80935 0.31548 1.56785 0.2 -0.2 -0.1
H 2.60174 1.35747 1.64127 0.2 0.4 0.1
H -0.10986 4.13905 4.30679 0.2 0.2 -0.5
H 0.44055 6.28585 3.29363 -0.1 0.8 -0.2
H 1.22558 6.35836 0.76172 -0.2 -0.2 0.4
H 1.42031 4.15103 -0.40589 0.1 0.2 0.5
N -1.22077 -0.63261 -3.39963 -0.9 1.6 0.8
C -2.43123 0.28191 -3.16531 -0.6 0.0 0.4
C -2.38014 1.08912 -1.82855 0.6 -0.5 -1.0
N -1.12752 1.85609 -1.63439 0.4 -0.4 -1.0
H -1.39796 -1.19811 -4.22878 0.5 0.3 -0.3
H -1.26089 -1.30568 -2.61980 0.7 -0.1 0.1
H -0.32557 -0.02454 -3.39925 -0.6 -1.0 -0.5
H -3.33787 -0.36083 -3.15865 0.6 0.3 0.0
H -2.53667 0.95021 -4.01248 0.3 0.1 -0.2
H -2.51275 0.38414 -1.01499 0.0 -0.1 0.3
H -3.22674 1.78359 -1.81722 0.0 -0.3 -0.1
H -1.35666 2.82169 -1.56269 -0.2 0.9 0.0
H -0.42752 1.78146 -2.41891 -0.9 0.0 0.8
F -6.71229 -5.98785 -0.87009 1.5 0.7 -0.2
C -5.57324 -5.27254 -0.91907 -0.6 1.1 0.2
C -5.17422 -4.56034 -2.06900 0.3 -0.1 -0.3
F -5.86583 -4.64419 -3.20874 0.3 -0.2 0.4
C -4.00487 -3.78659 -2.03686 1.0 0.1 -1.4
F -3.44094 -3.34954 -3.22285 -1.2 -0.4 0.9
C -3.22715 -3.53946 -0.90507 0.1 -0.4 0.7
Se -1.38340 -2.96754 -0.97163 -1.3 -0.2 0.4
C -3.80719 -4.04240 0.27851 0.3 -0.3 0.1
F -3.31640 -3.72837 1.48655 0.0 -0.2 -0.9
C -4.88144 -4.92973 0.24917 -0.2 0.0 2.2
F -5.28926 -5.33885 1.50285 0.1 0.1 -2.0

11
Properties=species:S:1:pos:R:3:forces:R:3 method="wB97M-V/def2-TZVPD" lumo_energy_ev="3.781 / 3.780" total_charge=-1 e_homo_ev="-4.41 / -4.41"
C 0.02280 -0.25921 -0.07097 0.2 -1.1 -0.2
C -1.05127 0.19959 0.55624 0.4 -1.0 4.4
C -0.79948 1.35744 -1.26053 0.3 2.4 -1.4
C 1.10885 -1.21196 0.28412 0.0 -0.3 -1.1
O -1.27036 0.05462 2.82577 0.2 0.1 -3.6
O -0.94725 2.27936 -2.04094 0.2 -0.9 -0.1
O 0.18750 0.46092 -1.28249 -0.3 -0.1 0.1
O -1.55575 1.22828 -0.18750 -0.9 0.0 0.4
H 1.40040 -2.05579 -0.47632 -1.1 1.3 1.6
H 0.92992 -1.45506 1.32327 -0.2 -0.9 0.0
H 1.97464 -0.59818 0.32934 1.2 0.5 0.0

71
Properties=species:S:1:pos:R:3:forces:R:3 method="wB97M-V/def2-TZVPD" lumo_energy_ev=-4.085 total_charge=+1 e_homo_ev=-9.23
Li 3.06533 3.81227 0.32358 -0.4 -0.8 -0.2
Li 2.86277 -1.45846 -3.29378 -0.4 0.3 0.5
C 0.88730 0.23222 0.20937 1.6 -0.6 -0.8
O 2.01193 0.66424 -0.50277 0.4 1.5 -0.6
H 0.28317 0.94064 0.77618 0.0 0.6 0.1
H 0.22185 -0.24906 -0.50732 -0.6 -0.5 0.2
H 1.33014 -0.47051 0.91517 -0.9 -0.7 0.6
C -0.77065 0.15126 -6.07435 -2.2 1.4 1.1
C -1.04688 1.46748 -5.19541 -1.3 -1.4 -1.7
O 0.10902 2.06639 -4.80483 2.0 0.6 1.1
O -0.23419 -0.92752 -5.33800 1.6 0.0 0.8
H -0.17093 0.51835 -6.90723 0.2 -0.6 -0.1
H -1.74413 -0.24301 -6.36588 -0.1 0.7 -0.8
H -1.78852 1.34575 -4.40594 0.2 -0.6 0.4
H -1.51833 2.24030 -5.80252 -0.2 -0.4 -0.7
H 0.47542 1.60502 -4.04687 0.1 0.0 0.2
H -0.69792 -1.74988 -5.51205 -0.1 0.3 -0.2
C 0.63446 0.93844 6.27847 -0.5 0.5 0.5
C -0.09250 2.27090 6.04772 0.5 0.5 -0.5
O 0.78896 3.40667 6.26500 -0.6 -0.7 0.2
O -0.34797 -0.08259 6.41978 -0.1 0.1 -0.4
H 1.18610 0.99223 7.21703 0.3 0.2 0.0
H 1.32758 0.76478 5.45535 0.0 -0.2 0.0
H -0.98530 2.37638 6.66406 0.1 -0.3 0.2
H -0.42138 2.37106 5.01335 -0.1 -0.4 -0.1
H 0.36268 3.88521 6.97975 0.4 0.3 0.1
H 0.00941 -0.92065 6.11722 0.0 0.0 0.0
C 1.08186 -6.45765 -0.80984 -0.3 0.6 -0.4
C 2.28213 -5.53487 -0.96525 -0.2 -0.2 0.6
O 2.59780 -5.23963 -2.30240 0.1 0.2 -0.7
O -0.16621 -5.78251 -1.02716 0.3 -0.1 0.8
H 1.15571 -6.86682 0.19774 -0.6 0.2 0.1
H 1.09742 -7.30985 -1.48927 0.5 -0.1 -0.1
H 3.13739 -6.00229 -0.47723 0.2 -0.1 0.1
H 2.12103 -4.58056 -0.46379 -0.3 -0.1 0.1
H 2.91216 -6.07398 -2.65826 0.1 0.0 -0.5
H -0.34924 -5.69478 -1.96546 0.2 -0.1 -0.1
C -0.20860 7.86318 0.42480 -1.0 -0.2 -1.5
C -1.44071 8.00850 -0.51974 -0.7 1.1 1.5
O -2.57013 7.99997 0.44040 0.4 -0.9 -1.2
O -0.19477 6.49859 0.80488 0.8 -0.1 0.3
H -0.37927 8.51935 1.27827 0.2 0.1 0.1
H 0.74711 8.10106 -0.04223 0.0 -0.1 0.0
H -1.54209 7.21390 -1.25895 0.0 -0.4 0.6
H -1.58079 8.90929 -1.11730 0.7 0.4 0.2
H -2.57725 8.86077 0.86532 0.0 0.1 0.0
H -1.04376 6.30862 1.21076 -0.3 0.0 0.1
C -4.52766 -3.95039 3.56100 -0.8 -0.3 5.2
O -5.18464 -3.55198 4.54191 0.1 0.2 -2.0
N -4.05232 -5.16262 3.48461 0.2 -5.4 0.4
N -3.86034 -3.30277 2.67399 0.7 5.3 -3.5
H -4.21204 -5.83306 4.22291 -0.2 0.1 -0.4
H -3.60295 -5.43190 2.62110 -0.2 -0.6 0.6
H -3.97416 -2.30008 2.71591 0.4 -0.1 -0.6
H -3.16642 -3.77377 2.11120 -0.2 0.9 0.2
C -6.01522 -0.64214 -3.49598 -2.7 -4.8 -5.0
O -6.32001 -1.49706 -4.42753 1.5 2.7 2.8
N -5.24438 -0.85886 -2.51263 4.3 -1.9 3.2
N -6.68782 0.45862 -3.33016 -2.9 3.2 -1.1
H -5.16681 -0.13737 -1.81011 0.4 -0.8 0.1
H -4.82411 -1.77530 -2.45247 0.3 0.4 0.3
H -6.61338 0.95509 -2.45376 -0.4 -0.1 -0.2
H -7.60461 0.18826 -3.65651 -0.5 1.2 -0.1
C 8.77294 -0.50461 0.01218 1.7 3.3 -0.6
O 8.69348 0.65034 -0.32436 0.5 1.8 -1.5
N 7.81364 -1.11423 0.54577 -7.6 -2.8 2.8
N 9.77771 -1.31146 0.05677 5.2 -2.0 -0.8
H 7.98523 -1.91007 1.14354 -0.8 0.4 -0.1
H 6.92245 -0.64232 0.48945 0.0 -0.4 0.6
H 10.71312 -1.00514 -0.16971 -0.2 -0.3 0.1
H 9.56107 -2.23538 0.40254 1.1 0.2 -0.5

23
Properties=species:S:1:pos:R:3:forces:R:3 method="wB97M-V/def2-TZVPD" lumo_energy_ev=0.595 smiles="C=C(/C=C/CO)CC.O" e_homo_ev=-8.98
C -1.75066 -1.33110 0.16911 -0.9 -1.3 1.0
C -0.45353 -1.49531 -0.06941 0.8 1.1 -0.8
C 0.62725 -0.85663 0.74786 -1.4 -0.6 -0.1
C 0.39910 0.34523 1.27184 1.5 -0.8 -0.1
C 1.45659 1.15589 1.95516 0.2 1.0 0.7
O 0.98963 2.47421 2.29700 -0.3 -0.4 0.1
C 0.04649 -1.90178 -1.45356 -0.9 0.7 0.2
C 0.48316 -0.65124 -2.22456 0.3 0.3 -1.0
H -2.55135 -1.71528 -0.45778 0.4 0.1 -0.5
H -2.14601 -1.14431 1.16608 0.4 0.6 0.0
H 1.55588 -1.41398 0.78309 0.3 0.3 0.1
H -0.57714 0.75839 1.10981 -0.1 0.3 0.2
H 2.38323 1.33024 1.39904 -0.2 -0.5 -0.6
H 1.80398 0.69069 2.88257 -0.3 -0.1 0.1
H 0.25021 2.65282 1.70827 0.2 0.2 -0.1
H -0.81237 -2.31799 -1.98037 0.2 -0.5 0.0
H 0.86550 -2.60064 -1.35623 0.1 -0.4 -0.2
H -0.10782 0.21094 -1.93573 0.2 0.2 0.4
H 1.54993 -0.42608 -2.18395 -0.1 0.1 0.6
H 0.32798 -0.68893 -3.30779 -0.2 -0.6 0.0
O -1.13873 2.49798 -0.31767 0.0 0.2 0.0
H -1.66773 1.82056 -0.75702 0.0 0.0 0.1
H -1.53360 2.60636 0.55424 -0.3 0.0 -0.2

13
Properties=species:S:1:pos:R:3:forces:R:3 method="wB97M-V/def2-TZVPD" lumo_energy_ev="-0.553 / -0.594" e_homo_ev="-8.67 / -7.92"
C 1.14552 0.62985 0.12282 -1.3 1.5 2.0
C -0.14168 0.18755 0.78226 -0.6 -2.1 -1.2
C 1.54580 1.73377 0.74259 1.2 0.1 0.2
C -0.27075 0.01966 2.16725 0.7 0.2 -1.6
C -0.99812 -0.54428 -0.15348 0.0 0.1 2.9
C -0.44109 -0.97807 -1.45505 -0.3 0.7 -1.7
O 1.93719 2.61398 1.38653 -0.4 -0.4 -0.5
H 1.35859 0.46513 -0.89632 0.3 -0.1 -0.7
H -1.21991 -0.03632 2.66168 -0.7 0.0 0.0
H -1.94614 -1.03437 0.27516 1.5 0.9 -0.8
H -1.14544 -1.61990 -1.99954 0.6 -0.7 0.5
H 0.63711 -1.30241 -1.43221 -1.3 -0.2 0.0
H -0.46109 -0.13459 -2.20169 0.3 -0.1 0.8

13
Properties=species:S:1:pos:R:3:forces:R:3 method="wB97M-V/def2-TZVPD" lumo_energy_ev=0.536 smiles=CSS.CS e_homo_ev=-8.48
C 1.17252 0.67341 -1.50341 -0.3 0.1 0.5
S -0.05436 1.77879 -0.72610 0.2 0.6 -0.2
S 0.12846 3.54664 -1.86070 0.1 -0.8 0.2
H 0.60162 -0.09190 -2.01156 0.3 -0.3 -0.2
H 1.88172 1.15891 -2.16430 -0.3 0.3 -0.2
H 1.76506 0.29257 -0.67388 -0.1 -0.4 0.0
H 1.45531 3.51624 -1.69096 0.1 0.5 0.0
C -1.54137 -1.90394 2.09723 0.0 0.9 -0.6
S 0.17931 -1.50734 1.66518 0.1 -0.2 0.1
H -1.64535 -1.76274 3.16524 0.1 -0.4 0.2
H -1.85790 -2.86865 1.72733 0.1 -0.3 0.3
H -2.16178 -1.14351 1.63331 -0.2 0.0 0.0
H 0.07677 -1.68848 0.34264 -0.1 0.0 0.0

17
Properties=species:S:1:pos:R:3:forces:R:3 method="wB97M-V/def2-TZVPD" lumo_energy_ev=1.041 smiles=C1CN2[C@H]3[C@H]1OC[C@H]32 e_homo_ev=-9.00
C -1.87127 -0.07687 -0.57024 1.4 6.7 0.7
C -0.72014 0.15410 -1.73257 0.4 -2.4 -4.0
N 0.67511 0.63063 -1.29159 -0.4 -1.0 1.4
C 0.35108 1.09623 0.03663 1.4 -6.0 -0.2
C -0.58389 -0.06241 0.41400 -3.0 -0.9 -2.5
O -0.22242 -0.50677 1.63385 -2.1 -1.5 2.9
C 1.07695 -0.99640 1.40796 2.2 1.9 1.4
C 1.46401 0.02566 0.09771 -0.9 1.6 0.0
H -2.58712 0.91023 -0.59523 1.7 -2.2 0.5
H -2.53232 -0.87543 -0.38326 -0.1 -1.6 -0.8
H -0.64448 0.84945 -2.66009 -1.9 -0.4 1.7
H -0.69053 -0.84856 -2.30259 0.5 1.1 1.0
H 0.19826 2.04705 0.38780 0.1 2.3 0.7
H -0.28145 -0.98534 -0.16595 0.4 1.0 0.1
H 1.51312 -0.46604 2.36551 0.6 -1.4 -2.0
H 1.31897 -2.19054 1.50654 -1.1 2.9 -1.0
H 2.45872 0.35706 -0.10332 0.7 -0.2 0.2

10
Properties=species:S:1:pos:R:3:forces:R:3 method="wB97M-V/def2-TZVPD" lumo_energy_ev=-0.474 smiles="C=C=C=O.N=C=O" e_homo_ev=-8.72
C -1.07095 1.65721 1.13382 0.3 2.3 0.7
C -1.04654 0.71741 0.24264 -0.1 -1.0 -0.8
C -1.15271 -0.24666 -0.59325 -0.5 -0.6 0.1
O -1.32849 -1.15547 -1.31625 0.2 0.7 0.2
H -0.71398 2.71602 0.81572 -0.7 -1.7 1.0
H -1.44489 1.48549 2.18702 0.5 0.4 -1.2
N 1.40296 -1.49031 -0.01926 -0.1 -0.7 1.8
C 1.76968 -1.14837 -1.09720 -1.1 0.4 -0.4
O 1.74685 -0.74630 -2.17569 1.0 0.4 -1.5
H 1.83807 -1.78903 0.82246 0.4 -0.1 0.1

14
Properties=species:S:1:pos:R:3:forces:R:3 method="wB97M-V/def2-TZVPD" lumo_energy_ev="4.191 / 4.191" total_charge=-1 e_homo_ev="-3.95 / -3.95"
C -1.57082 0.68881 -0.72076 5.4 1.5 -3.3
C -0.73441 -0.59758 -1.00493 -2.0 0.5 1.9
N 0.86168 -0.71222 1.60764 -1.3 -0.4 0.2
O 2.33432 -0.88605 -0.38359 1.1 -0.3 -0.9
O 1.32768 1.87523 0.45025 -0.1 -3.0 -0.4
O -1.21114 -1.62848 -0.41074 0.4 -1.0 -0.4
P 1.04051 -0.29868 -0.02095 0.1 2.9 1.2
H -2.33802 0.65932 -0.07763 -2.4 -0.7 2.8
H -0.73143 1.40468 -0.46688 -1.5 0.0 0.4
H -1.93041 1.09792 -1.64867 -0.4 0.0 -0.7
H -0.35850 -0.62348 -2.02928 0.2 -0.2 -0.5
H 1.50139 -1.48736 1.71016 0.1 -0.2 0.3
H -0.09609 -1.03143 1.83673 0.7 0.3 -0.2
H 1.90522 1.53932 1.15866 -0.2 0.5 -0.1

13
Properties=species:S:1:pos:R:3:forces:R:3 method="wB97M-V/def2-TZVPD" lumo_energy_ev=-1.161 smiles="O=N/C=C/Cl.NC=O" e_homo_ev=-9.63
O 0.28199 2.74354 -0.07004 0.6 -1.4 0.0
N 0.45299 1.52393 -0.06704 -1.2 1.1 0.0
C 1.75008 1.06790 0.01349 1.3 -0.3 0.1
C 1.95358 -0.26530 -0.01255 -0.9 0.7 -0.1
Cl 3.49119 -0.94782 0.06490 0.3 -0.1 0.0
H 2.56372 1.78667 0.09073 -0.1 0.0 0.0
H 1.12370 -0.96841 -0.09580 0.0 0.1 0.0
N -2.01939 -0.14640 0.05373 0.1 0.6 0.1
C -1.87292 -1.47027 -0.04501 -0.6 0.0 0.0
O -0.80661 -2.02924 -0.17031 0.6 -0.4 -0.1
H -1.18456 0.43854 0.03490 -0.1 0.0 0.0
H -2.90882 0.29037 0.21743 -0.1 -0.2 -0.1
H -2.82495 -2.02350 -0.01443 0.0 -0.1 0.0

16
Properties=species:S:1:pos:R:3:forces:R:3 method="wB97M-V/def2-TZVPD" lumo_energy_ev=0.721 smiles="[H]/N=C/NC.O.O" e_homo_ev=-9.28
H 0.90946 0.54783 -1.75312 -0.2 -0.4 3.2
N 0.67881 0.09840 -0.78049 -0.3 0.0 -4.2
C 0.98135 0.54019 0.34353 0.4 0.4 1.2
N 0.67031 -0.27002 1.44352 -0.6 0.9 2.2
C 1.03492 0.27382 2.82511 -1.2 1.8 -2.6
H 1.53625 1.52022 0.59661 -0.7 -1.5 -0.3
H -0.22032 -0.84006 1.47596 1.7 1.1 -0.8
H 1.03445 1.44596 2.74306 0.3 -2.2 0.5
H 0.24708 -0.00068 3.50657 -0.1 -0.1 0.4
H 1.97971 -0.13954 3.10266 0.6 0.1 0.4
O -0.71094 -2.31314 -2.88665 3.1 -4.0 -0.2
H -0.00374 -2.51800 -2.20158 -2.0 1.5 -1.0
H -1.24618 -1.58058 -2.81688 -1.1 2.6 1.2
O -2.54600 1.40858 -1.95809 0.8 -1.7 0.6
H -1.65579 1.18122 -2.30785 -0.8 0.4 0.3
H -2.68936 0.64581 -1.33237 0.0 1.3 -0.8

The calculation returns the following calculated total energy values, one per record and in order: -8400.91036 -200233.81950 -12381.88574 -46984.81602 -11578.99213 -8360.78185 -34708.91945 -9896.64972 -9778.70228 -19109.34329 -22787.13809 -9309.81320 eV.